[1]
{
  "formula": "C9H12BrN3S",
  "method": "ωB97M-V with the def2-TZVPD basis set",
  "total_charge": 2,
  "homo_lumo_gap_ha": 0.29021,
  "spin_multiplicity": 1,
  "species": ["C", "C", "C", "C", "C", "C", "C", "C", "C", "N", "N", "N", "S", "Br", "H", "H", "H", "H", "H", "H", "H", "H", "H", "H", "H", "H"],
  "coordinates": [[-3.901845, -2.295833, -2.200279], [-4.181459, -1.479548, -1.116181], [-2.559973, -2.523484, -2.500329], [-3.331190, -1.185979, -0.115604], [-1.575954, -2.274476, -1.559642], [-1.931800, -1.755778, -0.287413], [1.729248, 0.328188, -0.920567], [-1.175535, -1.604614, 0.789282], [3.879079, 1.330437, -0.035381], [2.894406, 0.670005, -0.405095], [1.717987, 0.223428, -2.338328], [5.085204, 0.947449, 0.334751], [-0.580207, -1.617880, 2.146560], [-1.128092, 1.847841, 2.213339], [-4.635663, -2.580726, -2.971258], [-5.253314, -1.330784, -0.971205], [-2.373807, -3.042009, -3.384044], [-3.586343, -0.838643, 0.825377], [-0.604983, -2.711704, -1.485085], [1.004001, -0.172027, -0.328724], [3.607364, 2.419783, 0.176974], [0.875695, 0.050633, -2.956242], [2.452205, 0.751772, -2.842533], [-1.541389, 2.924253, 2.944797], [5.178851, -0.085954, 0.446275], [5.888491, 1.545132, 0.473555]],
  "forces_ev_per_a": [[1.4601, 1.1930, -1.3724], [-3.1179, -0.7406, 0.3073], [-0.1720, -0.1655, 1.2042], [3.6849, -2.3854, -1.3264], [-0.5104, -0.5828, 1.7563], [-4.0126, 2.1153, -2.4759], [4.6165, 0.1532, -3.6732], [0.3598, -0.7229, 0.7993], [0.5878, 4.6405, 1.7174], [-4.1760, -2.8848, -1.0592], [-1.2317, 0.8105, 1.2413], [-0.4779, -2.7204, -0.1525], [0.9121, 0.2243, 1.2688], [0.5118, -1.2870, -0.9173], [0.1133, 0.0728, 0.8668], [0.2849, 0.5934, 0.1708], [0.7725, -0.7272, -1.3193], [-0.6778, 1.0807, 1.4427], [0.7282, -0.1692, -1.2238], [-0.8417, 0.0740, 0.3605], [0.9287, -1.0119, -0.6750], [1.1828, 0.2372, 1.6753], [-0.5797, -0.5848, 0.6613], [-0.5139, 1.3262, 0.8938], [0.5724, 1.3265, -0.3030], [-0.4042, 0.1350, 0.1323]]
}


[2]
{
  "formula": "C19H25N2O",
  "method": "ωB97M-V with the def2-TZVPD basis set",
  "total_charge": 1,
  "homo_lumo_gap_ha": 0.32185,
  "spin_multiplicity": 1,
  "species": ["C", "C", "C", "C", "C", "C", "H", "H", "C", "C", "C", "C", "C", "C", "C", "H", "H", "H", "H", "H", "H", "O", "C", "H", "C", "N", "C", "C", "N", "H", "C", "C", "H", "H", "H", "H", "H", "H", "H", "H", "H", "H", "H", "H", "H", "H", "H"],
  "coordinates": [[-4.691332, -1.511167, 0.230762], [-3.538832, -2.394839, -0.080529], [-2.277472, -1.804854, -0.415041], [-2.158552, -0.557630, -0.486638], [-3.251170, 0.169574, -0.413774], [-4.588429, -0.234019, 0.093533], [-5.441269, 0.412558, 0.361336], [-3.149629, 1.433026, -0.477462], [-0.895814, 0.017961, -0.929620], [-0.490209, 1.349356, -0.372533], [0.097303, 2.460587, -1.191831], [0.420943, 3.621053, -0.883371], [0.246727, 3.750824, 0.394838], [-0.437204, 3.166413, 1.394643], [-0.844594, 1.800969, 0.799197], [-1.461266, 1.136987, 1.713695], [-0.672653, 3.234524, 2.409957], [0.471000, 4.864133, 0.924142], [1.142260, 4.300860, -1.519753], [0.337857, 2.003849, -2.110231], [-0.805807, -0.046188, -2.021438], [0.105553, -0.804279, -0.264638], [0.341001, -1.027581, 1.036277], [0.528277, -0.161031, 1.680084], [1.444323, -2.024595, 0.962324], [2.846455, -1.861861, 0.700379], [3.451626, -0.909647, 1.205665], [3.163310, 0.717462, 0.350412], [2.518102, 0.098721, -0.823135], [2.573900, 0.898032, -1.493925], [3.415935, -0.854248, -1.548044], [3.085588, -2.247435, -0.776763], [4.042921, -2.816892, -0.627037], [2.281031, -2.921364, -1.117967], [3.095944, -1.199169, -2.534674], [4.502600, -0.488677, -1.418947], [1.624604, -0.258786, -0.960365], [2.378852, 1.206227, 1.134434], [4.015532, 1.189894, 0.256473], [4.401130, -0.794075, 1.260960], [3.254842, -0.647324, 2.412724], [0.996826, -3.062273, 0.986245], [1.420340, -2.400821, 2.313627], [-0.646634, -1.664867, 1.404231], [-1.731076, -2.520933, -0.658712], [-3.694166, -3.515635, -0.030019], [-5.639456, -2.001671, 0.430193]],
  "forces_ev_per_a": [[1.0605, -7.1070, -0.3611], [-1.1940, 1.3083, 0.5583], [-8.7158, -5.8832, 3.0768], [0.8483, 6.5957, -1.7567], [-5.0954, 7.7989, 2.3836], [2.9964, 4.2583, -1.4947], [0.9095, 0.0917, -0.6139], [-0.1490, -3.7636, -0.0895], [1.9405, 0.9911, 2.1027], [-0.5125, 3.5132, -3.3670], [-2.2199, -11.0090, -3.4947], [4.5870, 5.4169, -3.1365], [-0.0851, 10.1765, 10.3435], [-0.7964, -6.8950, -5.2062], [-2.4549, 0.5800, 8.8558], [1.6234, 1.5085, -3.1835], [0.1542, 1.2477, 1.1513], [0.3330, -2.3305, -1.9179], [-2.0722, -1.2109, 1.2762], [0.2549, 0.0918, -1.8655], [0.5660, -0.2047, 0.2774], [0.8664, 0.0604, -5.5350], [-2.5090, -2.1017, 1.9695], [-0.1258, 0.0540, -0.2375], [-0.7059, -3.9568, 8.3050], [-6.4478, -7.3194, -5.8940], [-1.1185, 10.1405, 6.6421], [-7.3554, -5.2597, 6.0244], [4.6617, 4.5171, -4.7506], [-0.9182, -0.3771, 0.3433], [0.6770, -3.3252, 1.9211], [3.6786, 1.0055, 2.5807], [-0.8450, 0.1499, -1.0972], [0.3627, 0.8834, -0.0998], [0.1631, 1.5391, -0.3630], [-1.8454, -0.8796, -0.5315], [-3.1782, -0.7316, 1.5655], [1.8099, -0.7272, -2.6711], [4.0341, 2.4692, -1.4400], [6.7021, -0.6713, -0.5302], [-0.3376, -0.9646, -3.1691], [0.9548, 0.7986, -1.9851], [0.3952, 1.5882, -2.8955], [2.5025, 1.7147, 0.0597], [6.0813, -5.4139, -1.9992], [0.4068, 1.5889, -0.1421], [0.1118, 0.0440, 0.3912]]
}


[3]
{
  "formula": "C3H16NO6",
  "method": "ωB97M-V with the def2-TZVPD basis set",
  "homo_lumo_gap_ha": [0.13956, 0.27025],
  "spin_multiplicity": 2,
  "species": ["O", "C", "C", "C", "O", "N", "H", "H", "H", "H", "H", "H", "H", "H", "H", "H", "O", "H", "H", "O", "H", "H", "O", "H", "H", "O"],
  "coordinates": [[-1.199914, -2.523086, -0.766717], [0.071562, -2.539199, -0.535074], [0.854804, -1.249727, -0.443786], [1.862774, -1.151097, 0.670411], [2.197590, 0.232165, 0.855954], [-0.180007, -0.215195, -0.373598], [0.695025, -3.442420, -0.611309], [1.379511, -1.076106, -1.400459], [2.726426, -1.775356, 0.458605], [1.492701, -1.585922, 1.570387], [2.776423, 0.309441, 1.619290], [-0.941247, -0.526346, -0.992807], [-0.515864, -0.030635, 0.570120], [0.090821, 0.717255, -0.682439], [-0.491427, 2.283060, -2.965434], [0.635726, 1.454541, -3.547854], [-0.020460, 1.451344, -2.842215], [-3.463786, 1.588845, -1.247564], [-3.212151, 0.294207, -2.120031], [-2.818209, 0.939937, -1.530145], [-0.126213, 1.748111, 1.892704], [-0.139397, 3.091533, 1.337649], [-0.564956, 2.235330, 1.173375], [0.292143, -0.450994, 3.477691], [-1.051690, 0.231899, 3.525244], [-0.350187, -0.011585, 2.908000]],
  "forces_ev_per_a": [[0.1793, 0.3690, -0.3997], [0.3392, -0.7775, 0.8223], [-0.0539, -0.5741, -0.9770], [0.2307, 0.3324, -0.0900], [0.1659, -0.1260, -0.0266], [-0.0579, 1.5566, 0.0583], [-0.2266, 0.0485, -0.0908], [0.0983, 0.3572, 0.0656], [0.3402, 0.1012, -0.5147], [-0.8238, -0.1267, 0.8575], [0.0531, -0.0074, -0.0598], [-0.3728, -0.4271, 0.5109], [-0.3379, -0.6576, 0.0657], [0.4091, -0.1057, -0.2832], [-0.1554, -0.1255, 0.1404], [0.0421, -0.1155, 0.0827], [0.1645, 0.1829, -0.1746], [-0.3260, -0.2143, -0.1528], [-0.3591, 0.0866, 0.0453], [0.7330, 0.1064, 0.1480], [-0.3508, -0.6068, -0.2534], [-0.4028, 0.0738, -0.5870], [0.7529, 0.6173, 0.8123], [0.0672, -0.0970, -0.2245], [-0.1304, -0.0229, -0.2141], [0.0218, 0.1524, 0.4392]]
}


[4]
{
  "formula": "C20H23FN2O4S",
  "method": "ωB97M-V with the def2-TZVPD basis set",
  "smiles": "COc1ccc(S(=O)(=O)N2CCC[C@@H](C(=O)NCc3ccc(F)cc3)C2)cc1",
  "homo_lumo_gap_ha": 0.34879,
  "spin_multiplicity": 1,
  "species": ["C", "H", "O", "C", "C", "C", "C", "C", "C", "H", "H", "S", "O", "O", "N", "C", "H", "C", "C", "O", "N", "H", "C", "C", "C", "C", "C", "C", "C", "H", "H", "F", "H", "H", "H", "H", "H", "C", "C", "C", "H", "H", "H", "H", "H", "H", "H", "H", "H", "H", "H"],
  "coordinates": [[-3.500794, 2.493625, 4.495573], [-4.088926, 3.284531, 4.957795], [-2.171273, 2.964833, 4.489977], [-1.206402, 2.187626, 3.947378], [-1.418167, 0.923677, 3.397629], [-0.353912, 0.225849, 2.853618], [0.910294, 0.779899, 2.851696], [1.139535, 2.023103, 3.415745], [0.086960, 2.724938, 3.962966], [0.231473, 3.695278, 4.410474], [2.144995, 2.413416, 3.429505], [2.249936, -0.095161, 2.051401], [3.493646, 0.330174, 2.621875], [1.924808, -1.490702, 2.032411], [2.265324, 0.399671, 0.459092], [1.145772, 0.017564, -0.357744], [0.732523, -0.889635, 0.084336], [0.090202, 1.134980, -0.441382], [-1.109055, 0.686861, -1.264996], [-2.206291, 0.529700, -0.770452], [-0.862287, 0.485179, -2.577951], [0.081853, 0.545775, -2.922596], [-1.848432, -0.087098, -3.470561], [-1.503856, -1.507856, -3.837623], [-1.433065, -1.910099, -5.164299], [-1.108781, -3.215363, -5.490536], [-0.847319, -4.109498, -4.469151], [-0.906601, -3.736209, -3.138034], [-1.238833, -2.430639, -2.830965], [-1.300306, -2.120709, -1.798580], [-0.698409, -4.460058, -2.366542], [-0.525324, -5.381418, -4.780611], [-1.054638, -3.541779, -6.516909], [-1.638786, -1.200955, -5.952613], [-1.931100, 0.531571, -4.369051], [-2.798312, -0.057120, -2.927308], [-0.292989, 1.328393, 0.565295], [0.756372, 2.414420, -0.955926], [1.880345, 2.802887, 0.004055], [2.887030, 1.655191, 0.119628], [3.628670, 1.849710, 0.894206], [3.407924, 1.526790, -0.837438], [2.394281, 3.695461, -0.355295], [1.456329, 3.023143, 0.985406], [1.173438, 2.255313, -1.953584], [0.019653, 3.217306, -1.020490], [1.519455, -0.225785, -1.360937], [-0.495846, -0.756178, 2.431810], [-2.399303, 0.478778, 3.380898], [-3.865944, 2.315265, 3.479951], [-3.598149, 1.578013, 5.086359]],
  "forces_ev_per_a": [[-0.2484, -0.0798, -0.0006], [0.0071, -0.0918, -0.0424], [0.3498, 0.0607, -0.0160], [0.1809, -0.0637, -0.0810], [-0.1829, 0.1523, 0.0846], [0.0739, -0.0692, 0.0392], [0.5279, -0.5373, -0.2605], [-0.0292, 0.1193, 0.1186], [-0.1341, -0.0180, -0.0265], [0.0354, 0.1073, 0.0582], [0.0968, 0.1310, 0.0498], [0.0794, -0.0389, -0.2757], [-0.1429, 0.3386, 0.0211], [-0.3461, 0.0945, -0.0239], [0.1761, -0.4345, 0.9511], [-0.5438, -0.1935, -0.0377], [-0.1085, -0.0500, -0.2557], [-0.0011, -0.0355, -0.1440], [0.4886, 0.3369, 0.2972], [-0.4069, -0.1486, 0.2428], [0.0893, -0.0177, -0.4230], [-0.0039, 0.0415, 0.1131], [-0.1914, -0.0041, 0.0238], [-0.0024, 0.0868, -0.0913], [-0.0355, 0.0246, 0.2197], [0.0724, -0.3051, 0.0635], [-0.0515, 0.1723, -0.0640], [0.0274, -0.1366, -0.1094], [-0.0182, 0.0077, -0.1675], [-0.0027, 0.0173, 0.1434], [0.0255, -0.1035, 0.0633], [-0.0124, 0.0625, 0.0296], [0.0234, -0.0642, -0.0944], [-0.0104, 0.0901, -0.0815], [-0.0683, -0.0805, 0.0714], [0.1155, 0.0798, -0.1572], [-0.0353, -0.0429, -0.2077], [-0.0871, 0.0699, 0.3096], [0.0880, -0.1702, -0.2482], [0.2569, 0.6235, 0.1896], [0.0968, 0.1207, -0.2154], [0.0052, -0.0169, 0.0685], [0.0149, 0.0413, 0.0516], [0.0118, 0.0669, -0.0131], [0.0040, 0.0220, -0.1097], [0.0006, -0.0078, -0.0983], [-0.0168, -0.0408, 0.0685], [-0.1027, -0.1236, -0.0420], [-0.1032, -0.0169, 0.0044], [0.0249, -0.0034, 0.0361], [0.0130, 0.0274, -0.0317]]
}


Looking at energy for the records above, in order, we have -94856.8544, -25115.2576, -17142.7695, -45836.4110 eV.